Entry 1:
{"formula": "C29H24BrCrN3O6", "method": "the ωB97M-V functional and the def2-TZVPD basis", "symbols": ["Cr", "O", "C", "C", "C", "C", "C", "C", "C", "O", "N", "N", "C", "C", "Br", "C", "C", "C", "C", "C", "C", "C", "H", "H", "H", "H", "H", "H", "H", "H", "H", "H", "H", "H", "H", "H", "C", "C", "C", "N", "C", "C", "H", "H", "H", "H", "H", "O", "C", "O", "C", "C", "C", "C", "O", "C", "O", "C", "C", "H", "H", "H", "H", "H"], "xyz": [[-0.45154, -0.20387, -0.93259], [4.11714, -3.02088, -1.28138], [3.56086, -3.09286, -2.53827], [4.06057, -3.92924, -3.52151], [3.45183, -3.95641, -4.76731], [2.35150, -3.15350, -5.02638], [1.86083, -2.32007, -4.03122], [2.45571, -2.28318, -2.78016], [1.96367, -1.37393, -1.68293], [0.89797, -0.57238, -2.08299], [1.49896, -2.18730, -0.54704], [0.72710, -1.42630, 0.32581], [0.97347, -1.54514, 1.57542], [0.18813, -1.06497, 2.71046], [-1.69601, -1.22232, 2.63308], [0.76301, -0.69716, 3.85842], [2.21159, -0.53868, 4.05602], [2.77449, -0.93542, 5.27039], [4.13877, -0.83135, 5.47696], [4.95597, -0.30673, 4.48256], [4.40312, 0.12094, 3.28481], [3.03688, 0.00821, 3.07254], [4.90534, -3.57270, -1.24214], [4.92063, -4.55600, -3.31410], [3.84398, -4.60953, -5.53538], [1.88068, -3.17395, -5.99942], [1.01098, -1.67831, -4.21905], [2.79214, -0.72525, -1.36268], [2.28093, -2.63884, -0.07612], [1.87263, -2.09610, 1.85690], [0.12308, -0.51527, 4.71397], [2.13644, -1.33769, 6.04786], [4.56755, -1.15245, 6.41669], [6.02087, -0.21577, 4.65028], [5.03224, 0.55864, 2.52103], [2.59987, 0.39002, 2.15771], [-2.13453, 2.18926, -4.79909], [-1.00171, 2.62443, -4.12939], [-0.58587, 1.93149, -3.01041], [-1.24981, 0.86739, -2.54578], [-2.34822, 0.45151, -3.18607], [-2.81785, 1.08248, -4.32103], [-2.48136, 2.70755, -5.68309], [-0.44057, 3.48368, -4.46687], [0.30180, 2.22237, -2.46461], [-2.86212, -0.40032, -2.76127], [-3.70552, 0.71095, -4.81199], [-2.34626, -0.10399, -0.26488], [-2.03804, 0.98116, 0.32632], [-0.78619, 1.29518, 0.27020], [-3.01859, 1.81380, 1.00087], [-2.60970, 2.99699, 1.60518], [-3.52286, 3.81456, 2.26929], [-4.82816, 3.38474, 2.29013], [-5.88680, 3.99375, 2.86674], [-7.02948, 3.16263, 2.61185], [-6.57511, 2.02903, 1.86881], [-5.23672, 2.19985, 1.68635], [-4.36137, 1.38574, 1.03127], [-1.56661, 3.27673, 1.55656], [-3.22756, 4.73778, 2.74606], [-7.75403, 3.72196, 2.02103], [-7.45118, 2.83373, 3.56062], [-4.66695, 0.46128, 0.56291]], "de_lowest_ev": 0.000, "total_energy_ha": -5353.5314, "charge": 1, "lumo_ev": [-3.125, -3.098], "multiplicity": 4}

=====

Entry 2:
{"formula": "C5H7I", "method": "the ωB97M-V functional and the def2-TZVPD basis", "symbols": ["C", "C", "C", "C", "I", "C", "H", "H", "H", "H", "H", "H", "H"], "xyz": [[1.05099, -0.00252, 1.63845], [-0.08925, -0.16992, 0.38848], [-1.27910, 0.60048, -0.25923], [-0.97134, 0.33993, -1.50430], [-1.97976, 0.91457, -3.26277], [0.35025, -0.38242, -1.15689], [1.82337, -0.72466, 1.58866], [0.57936, -0.08487, 2.61187], [1.45858, 0.97723, 1.49253], [-0.54421, -1.20561, 0.72612], [-2.16717, 1.10109, 0.23093], [1.42157, 0.08938, -1.25950], [0.34672, -1.45265, -1.23436]], "de_lowest_ev": 1.345, "total_energy_ha": -492.2990, "charge": 0, "smiles": "C[C@H]1C=C(I)C1", "lumo_ev": 0.613}

=====

Entry 3:
{"formula": "C17H50N7O4P2S", "method": "the ωB97M-V functional and the def2-TZVPD basis", "symbols": ["C", "C", "O", "S", "C", "C", "O", "C", "N", "H", "H", "H", "H", "H", "H", "H", "H", "H", "H", "H", "H", "H", "H", "O", "P", "N", "C", "C", "N", "C", "C", "N", "C", "C", "H", "H", "H", "H", "H", "H", "H", "H", "H", "H", "H", "H", "H", "H", "H", "H", "H", "H", "O", "P", "N", "C", "C", "N", "C", "C", "N", "C", "C", "H", "H", "H", "H", "H", "H", "H", "H", "H", "H", "H", "H", "H", "H", "H", "H", "H", "H"], "xyz": [[4.26664, -0.53844, -1.44790], [2.77061, -0.76450, -1.32224], [2.24925, -1.61361, -2.41671], [1.69468, -0.83975, -3.67488], [-0.08113, -0.97806, -3.56464], [-0.67120, -0.19401, -2.39303], [-1.11445, 1.05355, -2.89689], [-1.80674, -1.01355, -1.74606], [-1.22368, -2.04336, -0.90160], [4.79961, -1.28296, -0.86051], [4.49921, 0.43714, -1.01424], [4.60962, -0.51630, -2.48206], [2.22087, 0.17681, -1.28931], [2.52439, -1.32336, -0.42237], [1.91813, -1.77212, -4.62361], [-0.32784, -2.03881, -3.49764], [-0.48483, -0.59099, -4.50630], [0.05668, -0.05153, -1.58798], [-0.96954, 1.74291, -2.24913], [-2.44702, -0.32171, -1.19977], [-2.39326, -1.47215, -2.54937], [-1.36986, -2.97560, -1.25588], [-1.53961, -1.98943, 0.05495], [-4.55125, -3.16714, 0.27162], [-5.84278, -3.83000, -0.00324], [-5.86759, -4.33702, -1.62652], [-6.59499, -3.60683, -2.65252], [-4.57558, -4.82946, -2.08519], [-7.03048, -2.67454, 0.30079], [-8.32519, -2.60161, -0.34941], [-6.58461, -1.36860, 0.77681], [-6.61076, -5.11308, 0.73685], [-6.62753, -4.99418, 2.20904], [-6.15408, -6.46726, 0.36998], [-7.66690, -3.67871, -2.50523], [-6.39305, -4.07311, -3.61755], [-6.31580, -2.54718, -2.71925], [-4.18692, -5.59048, -1.40735], [-3.81837, -4.03681, -2.15973], [-4.69367, -5.29844, -3.06310], [-8.29263, -2.04832, -1.29203], [-9.03190, -2.08942, 0.30784], [-8.72597, -3.59916, -0.52947], [-6.24921, -0.71082, -0.03477], [-5.76997, -1.47228, 1.48727], [-7.41786, -0.88237, 1.28775], [-5.63054, -5.10158, 2.64772], [-7.27272, -5.77087, 2.61713], [-7.03582, -4.02749, 2.49718], [-5.07883, -6.61537, 0.51508], [-6.40791, -6.67508, -0.66674], [-6.67944, -7.18756, 0.99494], [7.47149, 3.33602, 1.34365], [6.30876, 4.24405, 1.50583], [6.86852, 5.62190, 2.32161], [6.74466, 5.72434, 3.76684], [8.13452, 6.12751, 1.79792], [5.28021, 3.23580, 2.42503], [4.37642, 3.68609, 3.46621], [5.72367, 1.86410, 2.66067], [4.94808, 4.99496, 0.78280], [4.21834, 4.18098, -0.19833], [5.16166, 6.32419, 0.16286], [5.70276, 5.81844, 4.06583], [7.23781, 6.64088, 4.09187], [7.19668, 4.88344, 4.30732], [8.06815, 6.28166, 0.71851], [8.97707, 5.45450, 1.98572], [8.34733, 7.09726, 2.24951], [4.87449, 3.78386, 4.43679], [3.56234, 2.96514, 3.58787], [3.92134, 4.63954, 3.20077], [6.45007, 1.80013, 3.47941], [6.18617, 1.42506, 1.78192], [4.86515, 1.24009, 2.92583], [4.79057, 4.03307, -1.12109], [3.28085, 4.68236, -0.44072], [3.96588, 3.20527, 0.21753], [5.94758, 6.32556, -0.59808], [5.40896, 7.05303, 0.92835], [4.23236, 6.63547, -0.31321]], "total_energy_ha": -2442.6050, "charge": 1, "lumo_ev": -3.458}

=====

Entry 4:
{"formula": "C3H6N", "method": "the ωB97M-V functional and the def2-TZVPD basis", "symbols": ["C", "C", "C", "N", "H", "H", "H", "H", "H", "H"], "xyz": [[1.84568, -0.61498, -1.10587], [0.75084, -0.66174, -0.59352], [-0.47428, -0.57783, 0.24164], [-0.68119, 0.94451, 0.50630], [2.67889, -0.73500, -1.67246], [-0.30676, -1.14953, 1.17762], [-1.49933, -0.90847, -0.24159], [-0.01864, 1.45294, -0.11150], [-0.64199, 1.14789, 1.60885], [-1.65323, 1.10220, 0.19053]], "de_lowest_ev": 1.400, "total_energy_ha": -172.3072, "charge": 1, "smiles": "C#CC[NH3+]", "lumo_ev": -4.253}

=====

Entry 5:
{"formula": "C16H24O8P2", "method": "the ωB97M-V functional and the def2-TZVPD basis", "symbols": ["C", "O", "C", "O", "C", "C", "P", "O", "O", "C", "C", "C", "C", "C", "C", "C", "C", "P", "O", "O", "C", "C", "C", "O", "O", "C", "H", "H", "H", "H", "H", "H", "H", "H", "H", "H", "H", "H", "H", "H", "H", "H", "H", "H", "H", "H", "H", "H", "H", "H"], "xyz": [[3.17858, -1.86985, -1.31786], [2.44403, -1.14782, -2.29748], [3.13698, -0.33753, -3.10817], [4.33648, -0.29327, -3.14573], [2.21839, 0.49360, -3.96864], [0.75545, 0.15183, -3.76291], [0.29987, 0.40366, -1.99297], [1.30609, 1.14540, -1.18927], [-1.02716, 1.25030, -2.19516], [-0.21210, -1.20500, -1.20838], [-1.69224, -1.26247, -1.01159], [-2.48856, -1.47171, -2.13281], [-3.86575, -1.50068, -2.04148], [-4.46952, -1.32201, -0.80879], [-3.68735, -1.11904, 0.31155], [-2.29885, -1.08801, 0.23373], [-1.51348, -0.82474, 1.47750], [-0.91223, 0.93049, 1.45662], [-1.55256, 1.68995, 0.35357], [0.67001, 0.92942, 1.34763], [-1.25935, 1.76227, 3.07079], [-0.02338, 1.89081, 3.94117], [0.59741, 0.53472, 4.15882], [0.13582, -0.49670, 3.74434], [1.71800, 0.61235, 4.87516], [2.40226, -0.61223, 5.10843], [3.15009, -1.31911, -0.37627], [2.70302, -2.84231, -1.20185], [4.21439, -1.98350, -1.64331], [2.52235, 0.38340, -5.01219], [2.39705, 1.53280, -3.67949], [0.54704, -0.87382, -4.06419], [0.12077, 0.82375, -4.34077], [-1.33911, 1.55488, -1.31075], [0.34001, -1.28226, -0.27380], [0.10816, -2.01415, -1.86445], [-2.01091, -1.60015, -3.09373], [-4.46467, -1.65616, -2.92611], [-5.54548, -1.33676, -0.72095], [-4.16030, -0.97470, 1.27241], [-0.65713, -1.48524, 1.59660], [-2.14611, -0.95012, 2.35447], [0.94781, 1.09815, 0.40612], [-2.04179, 1.20652, 3.58799], [-1.65076, 2.74519, 2.80718], [-0.26219, 2.33243, 4.91141], [0.72397, 2.52326, 3.45957], [2.69077, -1.06842, 4.15970], [1.76154, -1.30738, 5.65488], [3.28201, -0.36153, 5.69503]], "de_lowest_ev": 0.243, "total_energy_ha": -1908.9288, "charge": 0, "smiles": "COC(=O)CC[P@@](=O)(O)Cc1ccccc1C[P@](=O)(O)CCC(=O)OC", "lumo_ev": 0.602}

=====

Entry 6:
{"formula": "C3H8NO", "method": "the ωB97M-V functional and the def2-TZVPD basis", "symbols": ["C", "O", "H", "H", "H", "C", "C", "N", "H", "H", "H", "H", "H"], "xyz": [[-1.02543, -1.85094, 0.41125], [-0.60538, -1.92463, -0.93375], [-0.18262, -1.52413, 1.02417], [-1.38670, -2.83764, 0.69726], [-1.86647, -1.16727, 0.54024], [1.01533, 2.07410, 0.52209], [0.20648, 1.34527, -0.30881], [0.57940, 0.47939, -1.24217], [2.03207, 1.80506, 0.71907], [0.71857, 2.85757, 1.21298], [-0.85728, 1.33066, -0.06380], [1.56853, 0.42846, -1.44132], [-0.19648, -1.01589, -1.13722]], "de_lowest_ev": 0.577, "total_energy_ha": -249.0654, "charge": -1, "lumo_ev": 4.352}

=====

Entry 7:
{"formula": "C21H21ClNO2", "method": "the ωB97M-V functional and the def2-TZVPD basis", "symbols": ["Cl", "C", "C", "C", "C", "N", "C", "C", "H", "H", "H", "H", "H", "H", "C", "O", "C", "C", "C", "C", "C", "C", "C", "C", "C", "O", "C", "C", "C", "C", "C", "H", "H", "H", "H", "H", "H", "H", "H", "H", "H", "H", "H", "H", "H", "H"], "xyz": [[6.78342, 0.16238, 3.58100], [5.06886, 0.16940, 3.49860], [4.37202, -1.05021, 3.45409], [2.97909, -1.04428, 3.39048], [2.27847, 0.18086, 3.40152], [0.90379, 0.18716, 3.35122], [2.98866, 1.40047, 3.41366], [4.38174, 1.39491, 3.47455], [4.92169, -1.98651, 3.47746], [2.42242, -1.98257, 3.35173], [0.40304, 1.03184, 3.59833], [0.40079, -0.67082, 3.54250], [2.43854, 2.34310, 3.38959], [4.93808, 2.32672, 3.51160], [1.98286, -3.08066, -4.87359], [2.62303, -2.39454, -3.77926], [1.84711, -1.58603, -3.01144], [2.45970, -0.99283, -1.87265], [1.70282, -0.24251, -1.00948], [0.29898, -0.02703, -1.22467], [-0.42293, 0.68819, -0.23475], [-1.82346, 0.89403, -0.12837], [-2.29107, 1.89549, 0.78703], [-3.61973, 2.21901, 0.88948], [-4.57102, 1.54482, 0.07513], [-5.86132, 1.95915, 0.16647], [-6.82686, 1.31323, -0.68643], [-4.15166, 0.49170, -0.77947], [-2.81431, 0.15099, -0.83911], [-0.25270, -0.52127, -2.44646], [0.48120, -1.32556, -3.29605], [2.78514, -3.62762, -5.36360], [1.21836, -3.77447, -4.50241], [1.52671, -2.36903, -5.57223], [3.52205, -1.16951, -1.70495], [2.16418, 0.20930, -0.12919], [0.18696, 1.17164, 0.53431], [-1.55556, 2.41349, 1.40500], [-3.97657, 2.99264, 1.56961], [-7.78198, 1.74783, -0.40018], [-6.61294, 1.52255, -1.74180], [-6.83795, 0.22920, -0.52032], [-4.88500, -0.05091, -1.38383], [-2.54062, -0.71818, -1.43201], [-1.26656, -0.26775, -2.74546], [0.01253, -1.75779, -4.18567]], "total_energy_ha": -1477.9846, "charge": 1, "lumo_ev": -5.184}

=====

Entry 8:
{"formula": "C2HBrCl2S", "method": "the ωB97M-V functional and the def2-TZVPD basis", "symbols": ["C", "C", "S", "Cl", "Cl", "Br", "H"], "xyz": [[-0.22739, 1.16774, -0.27724], [0.49725, 0.09195, -0.38689], [-1.19116, -1.99038, 0.19872], [0.28583, 2.78630, -0.88119], [2.07919, -0.36962, -0.69184], [-0.30960, -2.77285, 1.92576], [-1.13412, 1.08685, 0.11268]], "de_lowest_ev": 2.756, "total_energy_ha": -3969.2554, "charge": 0, "lumo_ev": [-2.349, -2.348]}